No. 1
A molecular structure, C4H8O in a non-equilibrium geometry, computed with ωB97M-V/def2-TZVPD.

Calculated values
E_LUMO in eV: 1.05
HOMO in eV: -9.2

Cartesian coordinates (Å):
O (-1.28, 1.57, 0.50)
C (-0.24, 0.96, -0.27)
C (0.77, 0.07, 0.53)
C (0.33, -1.33, 0.06)
C (-0.56, -0.46, -0.88)
H (-0.83, 2.03, 1.23)
H (0.36, 1.78, -0.71)
H (0.56, 0.28, 1.56)
H (1.77, 0.28, 0.16)
H (-0.17, -1.97, 0.80)
H (1.11, -1.98, -0.41)
H (-1.60, -0.67, -0.68)
H (-0.23, -0.56, -1.90)

***

No. 2
A molecular structure, C34H28BrCl3FeN5O3S2 in a non-equilibrium geometry, computed with ωB97M-V/def2-TZVPD.

Calculated values
Multiplicity: 6
E_LUMO (spin up / spin down) in eV: -1.88 / -1.89
HOMO (spin up / spin down) in eV: -6.3 / -6.3

Cartesian coordinates (Å):
Fe (1.62, -0.09, 0.20)
C (0.81, 2.31, -3.35)
C (1.15, 1.80, -1.95)
N (0.71, 0.61, -1.55)
N (0.19, -0.30, -2.49)
C (-0.95, -0.79, -2.12)
S (2.30, -2.01, -0.10)
S (-1.86, -1.87, -3.18)
C (-0.66, -2.40, -4.39)
C (-0.89, -1.78, -5.75)
C (-1.29, -2.48, -6.88)
C (-1.58, -1.82, -8.09)
C (-1.47, -0.42, -8.13)
C (-1.01, 0.26, -6.98)
C (-0.67, -0.39, -5.82)
C (2.05, 2.67, -1.14)
C (1.73, 3.81, -0.43)
C (2.71, 4.63, 0.12)
C (4.06, 4.42, -0.19)
C (4.40, 3.49, -1.19)
C (3.36, 2.62, -1.73)
O (3.55, 1.79, -2.65)
H (0.37, 3.35, -3.08)
H (1.71, 2.37, -3.96)
H (0.05, 1.68, -3.78)
H (0.35, -2.18, -4.04)
H (-0.77, -3.51, -4.51)
H (-1.28, -3.59, -6.84)
H (-1.94, -2.33, -9.02)
H (-1.81, 0.13, -9.02)
H (-0.80, 1.33, -7.08)
H (-0.29, 0.17, -4.90)
H (0.67, 4.08, -0.23)
H (2.46, 5.46, 0.80)
H (4.86, 5.07, 0.21)
H (5.38, 3.59, -1.67)
O (-4.03, -0.97, 0.15)
C (-3.73, -2.25, 0.52)
C (-4.79, -3.01, 1.02)
C (-4.51, -4.29, 1.53)
C (-3.24, -4.81, 1.38)
C (-2.20, -3.99, 0.94)
C (-2.45, -2.74, 0.40)
C (-1.27, -1.92, -0.12)
O (-1.55, -0.67, -0.87)
N (-0.41, -1.73, 0.98)
N (0.15, -0.53, 1.32)
C (-0.11, -0.07, 2.54)
C (-0.37, 1.26, 2.86)
Br (-0.20, 2.50, 1.38)
C (-0.82, 1.87, 4.07)
C (-0.55, 1.47, 5.42)
C (0.69, 0.87, 5.87)
C (0.81, 0.47, 7.20)
C (-0.27, 0.68, 8.10)
C (-1.48, 1.24, 7.68)
C (-1.63, 1.51, 6.31)
H (-3.46, -0.68, -0.60)
H (-5.78, -2.49, 1.08)
H (-5.27, -4.94, 1.90)
H (-3.07, -5.87, 1.49)
H (-1.17, -4.47, 0.94)
H (-0.67, -2.57, -0.75)
H (-0.30, -2.48, 1.68)
H (-0.06, -0.83, 3.35)
H (-1.57, 2.64, 3.96)
H (1.56, 0.78, 5.18)
H (1.69, -0.04, 7.63)
H (-0.08, 0.26, 9.12)
H (-2.33, 1.40, 8.36)
H (-2.55, 1.74, 5.80)
Cl (4.40, -0.89, 4.21)
C (4.98, 0.52, 3.10)
Cl (6.56, 0.32, 2.42)
Cl (4.76, 2.07, 4.02)
C (3.98, 0.54, 2.04)
N (3.12, 0.43, 1.27)

***

No. 3
A molecular structure, C24H29I2N3PPtS, computed with ωB97M-V/def2-TZVPD.

Calculated values
Net charge: +1
E_LUMO in eV: -3.24
HOMO in eV: -10.3

Cartesian coordinates (Å):
Pt (1.38, 0.67, 2.20)
I (3.46, 1.05, 3.85)
C (3.27, 3.15, 3.50)
I (1.77, 3.35, 2.01)
H (4.21, 3.53, 3.12)
H (2.96, 3.63, 4.41)
C (-2.30, -2.13, 2.06)
N (-0.97, -1.97, 2.63)
C (-0.95, -1.10, 3.80)
C (0.13, -2.35, 1.98)
S (1.67, -1.56, 2.13)
N (0.10, -3.46, 1.24)
C (1.12, -3.77, 0.24)
C (-0.78, -4.59, 1.56)
H (-2.75, -1.13, 1.98)
H (-2.93, -2.75, 2.70)
H (-2.24, -2.56, 1.07)
H (-1.75, -1.43, 4.47)
H (-1.12, -0.07, 3.51)
H (0.00, -1.18, 4.32)
H (1.45, -2.85, -0.25)
H (0.68, -4.42, -0.50)
H (1.98, -4.27, 0.70)
H (-1.25, -4.43, 2.52)
H (-0.17, -5.49, 1.61)
H (-1.54, -4.73, 0.79)
N (-0.24, 0.71, 1.10)
P (-0.09, 0.93, -0.46)
C (-1.56, 1.82, -1.03)
C (-2.31, 2.54, -0.10)
C (-3.41, 3.27, -0.53)
C (-3.76, 3.29, -1.87)
C (-3.01, 2.56, -2.79)
C (-1.92, 1.83, -2.37)
C (-0.10, -0.58, -1.49)
C (-1.19, -1.42, -1.32)
C (-1.34, -2.55, -2.11)
C (-0.38, -2.86, -3.06)
C (0.72, -2.03, -3.23)
C (0.85, -0.88, -2.46)
C (1.34, 1.90, -1.02)
C (2.62, 1.38, -0.85)
C (3.74, 2.15, -1.14)
C (3.58, 3.45, -1.61)
C (2.30, 3.97, -1.79)
C (1.19, 3.19, -1.50)
H (-2.03, 2.50, 0.94)
H (-4.00, 3.83, 0.19)
H (-4.62, 3.86, -2.20)
H (-3.29, 2.57, -3.84)
H (-1.34, 1.26, -3.09)
H (-1.95, -1.16, -0.60)
H (-2.21, -3.18, -2.00)
H (-0.49, -3.74, -3.68)
H (1.46, -2.26, -3.99)
H (1.69, -0.22, -2.63)
H (2.76, 0.37, -0.47)
H (4.73, 1.74, -1.01)
H (4.44, 4.05, -1.84)
H (2.17, 4.98, -2.16)
H (0.20, 3.61, -1.65)

***

No. 4
A molecular structure, C17H12AuN4O4Se, computed with ωB97M-V/def2-TZVPD.

Calculated values
Multiplicity: 3
Net charge: +1
E_LUMO (spin up / spin down) in eV: -4.60 / -6.10
HOMO (spin up / spin down) in eV: -11.2 / -12.2

Cartesian coordinates (Å):
Au (-0.57, 0.03, -0.37)
O (-0.74, -3.73, -2.37)
C (-0.47, -2.70, -1.80)
O (-1.43, -1.84, -1.50)
C (0.94, -2.31, -1.42)
C (1.97, -3.21, -1.70)
C (3.25, -2.86, -1.34)
C (3.49, -1.63, -0.71)
C (4.78, -1.22, -0.32)
C (4.96, -0.01, 0.28)
C (3.86, 0.85, 0.52)
C (2.60, 0.48, 0.15)
C (2.38, -0.77, -0.47)
N (1.13, -1.15, -0.84)
H (1.73, -4.14, -2.18)
H (4.08, -3.53, -1.53)
H (5.62, -1.88, -0.51)
H (5.96, 0.30, 0.59)
H (4.03, 1.80, 1.00)
H (1.76, 1.14, 0.34)
Se (-1.04, 4.65, -1.83)
N (-2.76, 4.72, -1.50)
C (-3.10, 3.53, -1.03)
C (-4.41, 3.13, -0.63)
C (-4.56, 1.86, -0.17)
C (-3.46, 0.98, -0.10)
N (-2.24, 1.30, -0.46)
C (-2.02, 2.57, -0.93)
N (-0.83, 2.98, -1.30)
H (-5.23, 3.83, -0.71)
H (-5.53, 1.50, 0.14)
H (-3.60, -0.03, 0.28)
C (-2.05, -0.75, 3.70)
O (-1.90, -0.44, 2.29)
C (-0.65, -0.41, 1.85)
O (0.34, -0.58, 2.47)
H (-3.12, -0.75, 3.88)
H (-1.55, 0.01, 4.30)
H (-1.62, -1.72, 3.92)

***

No. 5
2 unconnected molecules or ions with the total composition C6H10O in a non-equilibrium geometry, computed with ωB97M-V/def2-TZVPD.

Calculated values
E_LUMO in eV: 0.61
HOMO in eV: -8.7

Cartesian coordinates (Å):
O (-1.64, -0.59, -1.87)
C (-0.53, -0.48, -1.05)
C (-0.27, 1.03, -0.75)
C (0.08, 1.39, 0.72)
C (1.04, 0.35, 1.29)
C (0.45, -1.03, 1.12)
C (-0.36, -1.35, 0.12)
H (-1.35, -1.42, -2.27)
H (0.21, -1.50, -1.87)
H (-1.12, 1.65, -1.09)
H (0.57, 1.30, -1.39)
H (-0.82, 1.42, 1.35)
H (0.52, 2.40, 0.77)
H (2.01, 0.42, 0.76)
H (1.25, 0.55, 2.35)
H (0.71, -1.79, 1.85)
H (-0.75, -2.35, -0.03)

***

No. 6
3 unconnected molecules or ions with the total composition C14H21ClF6O8 in a non-equilibrium geometry, computed with ωB97M-V/def2-TZVPD.

Calculated values
E_LUMO in eV: 0.56
HOMO in eV: -9.6

Cartesian coordinates (Å):
C (-5.79, -4.95, 1.26)
C (-5.75, -5.04, -0.25)
O (-5.10, -3.89, -0.82)
C (-3.75, -3.93, -0.83)
O (-3.09, -4.84, -0.40)
C (-3.19, -2.67, -1.50)
F (-3.81, -1.54, -1.08)
F (-3.34, -2.71, -2.84)
F (-1.88, -2.49, -1.26)
H (-6.25, -4.01, 1.57)
H (-6.35, -5.78, 1.69)
H (-4.78, -4.96, 1.68)
H (-6.77, -5.05, -0.64)
H (-5.27, -5.97, -0.58)
C (6.90, 2.21, 0.14)
C (6.22, 1.46, -0.98)
O (4.79, 1.58, -0.87)
C (4.24, 2.71, -1.36)
O (4.88, 3.60, -1.87)
C (2.72, 2.68, -1.22)
F (2.32, 2.24, 0.00)
F (2.15, 1.85, -2.12)
F (2.16, 3.88, -1.39)
H (6.53, 1.88, 1.11)
H (7.98, 2.06, 0.10)
H (6.70, 3.29, 0.08)
H (6.45, 0.40, -0.91)
H (6.56, 1.80, -1.97)
C (-1.14, 2.59, -1.68)
C (-0.66, 1.04, -1.53)
O (-0.73, 0.75, -0.11)
C (-0.41, -0.63, 0.18)
C (-0.12, -0.69, 1.80)
O (-0.28, 0.61, 2.42)
C (0.98, 1.32, 2.49)
O (0.94, 2.33, 3.53)
C (-0.15, 3.24, 3.31)
O (-1.31, 3.04, 3.76)
Cl (0.05, 4.81, 2.35)
H (-2.23, 2.63, -1.30)
H (-0.51, 3.18, -0.91)
H (-1.02, 2.98, -2.75)
H (-1.30, 0.33, -2.19)
H (0.40, 1.01, -1.97)
H (0.47, -1.06, -0.42)
H (-1.36, -1.26, -0.03)
H (0.87, -1.19, 2.05)
H (-0.97, -1.35, 2.23)
H (1.10, 1.89, 1.49)
H (1.89, 0.62, 2.56)

***

No. 7
3 unconnected molecules or ions with the total composition C14H30FN3O9S2 in a non-equilibrium geometry, computed with ωB97M-V/def2-TZVPD.

Calculated values
E_LUMO in eV: -0.05
HOMO in eV: -9.4

Cartesian coordinates (Å):
C (1.47, -4.65, -1.01)
C (2.86, -4.10, -1.37)
O (3.80, -4.60, -0.89)
O (3.06, -3.07, -2.26)
C (1.99, -2.13, -2.32)
C (2.55, -0.71, -2.67)
N (2.80, 0.00, -1.40)
C (1.79, 1.05, -1.08)
C (0.86, 0.51, 0.07)
C (-0.64, 0.46, -0.33)
C (-0.91, -0.38, -1.60)
S (-2.63, -0.14, -2.15)
O (-3.35, 0.80, -1.34)
O (-2.62, 0.34, -3.50)
O (-3.41, -1.57, -2.09)
S (4.36, 0.55, -1.26)
O (5.19, -0.60, -1.22)
O (4.46, 1.27, -0.04)
F (4.79, 1.45, -2.50)
H (0.86, -4.90, -1.89)
H (0.93, -3.84, -0.49)
H (1.59, -5.48, -0.31)
H (1.56, -2.02, -1.31)
H (1.16, -2.43, -2.99)
H (3.47, -0.84, -3.26)
H (1.81, -0.22, -3.32)
H (1.16, 1.33, -1.94)
H (2.24, 1.98, -0.69)
H (0.95, 1.15, 0.96)
H (1.22, -0.48, 0.39)
H (-0.97, 1.50, -0.43)
H (-1.25, 0.01, 0.47)
H (-0.75, -1.46, -1.44)
H (-0.29, -0.10, -2.46)
H (-2.91, -2.13, -2.72)
C (2.47, 5.05, 4.12)
N (2.03, 4.64, 2.80)
C (2.70, 3.90, 1.88)
C (4.09, 3.43, 2.23)
O (2.18, 3.65, 0.80)
H (1.77, 4.65, 4.86)
H (2.46, 6.14, 4.17)
H (3.47, 4.69, 4.34)
H (1.11, 4.93, 2.49)
H (4.49, 2.86, 1.40)
H (4.75, 4.27, 2.42)
H (4.05, 2.78, 3.11)
C (-6.65, -0.22, 0.58)
N (-5.40, -0.92, 0.77)
C (-5.15, -2.04, 1.50)
C (-6.31, -2.67, 2.23)
O (-4.02, -2.50, 1.55)
H (-6.89, -0.20, -0.48)
H (-6.54, 0.80, 0.93)
H (-7.47, -0.70, 1.12)
H (-4.58, -0.56, 0.31)
H (-5.96, -3.55, 2.77)
H (-6.73, -1.97, 2.96)
H (-7.08, -2.98, 1.53)

***

No. 8
C17H22FN3O2 in the gas phase, computed with ωB97M-V/def2-TZVPD.

Calculated values
E_LUMO in eV: 0.82
HOMO in eV: -8.0

Cartesian coordinates (Å):
C (-1.46, -2.14, 1.71)
O (-1.73, -2.81, 0.50)
C (-3.09, -2.99, 0.19)
C (-3.84, -1.77, -0.39)
C (-4.27, -0.72, 0.66)
C (-3.54, 0.57, 0.25)
N (-2.43, 0.12, -0.57)
C (-1.83, 1.18, -1.36)
C (-1.10, 2.15, -0.50)
C (-1.54, 3.41, -0.08)
N (-0.65, 4.02, 0.67)
N (0.38, 3.18, 0.74)
C (0.17, 2.02, 0.06)
C (1.16, 0.97, -0.02)
C (0.78, -0.36, -0.22)
C (1.72, -1.36, -0.29)
C (3.09, -1.10, -0.18)
O (3.90, -2.18, -0.27)
C (5.30, -2.03, -0.18)
C (3.46, 0.23, 0.02)
F (4.76, 0.60, 0.14)
C (2.52, 1.24, 0.10)
C (-2.96, -0.97, -1.37)
H (-0.39, -2.29, 1.90)
H (-1.66, -1.07, 1.64)
H (-2.03, -2.58, 2.53)
H (-3.10, -3.78, -0.56)
H (-3.64, -3.35, 1.08)
H (-4.71, -2.17, -0.90)
H (-3.98, -1.03, 1.66)
H (-5.35, -0.57, 0.65)
H (-4.22, 1.22, -0.32)
H (-3.17, 1.14, 1.10)
H (-1.13, 0.71, -2.06)
H (-2.59, 1.72, -1.95)
H (-2.48, 3.89, -0.30)
H (1.19, 3.43, 1.29)
H (-0.27, -0.61, -0.28)
H (1.42, -2.39, -0.44)
H (5.60, -1.63, 0.79)
H (5.70, -3.04, -0.29)
H (5.69, -1.40, -0.98)
H (2.88, 2.25, 0.23)
H (-3.57, -0.61, -2.21)
H (-2.14, -1.58, -1.76)

***

No. 9
A molecular structure, C32H51N2O2P2Re in a non-equilibrium geometry, computed with ωB97M-V/def2-TZVPD.

Calculated values
Multiplicity: 4
Net charge: +3
E_LUMO (spin up / spin down) in eV: -10.74 / -12.33
HOMO (spin up / spin down) in eV: -16.7 / -17.2

Cartesian coordinates (Å):
C (-1.83, -1.70, -2.31)
C (0.42, -2.10, -2.41)
C (-2.07, -2.59, -3.37)
C (0.26, -3.16, -3.31)
C (-1.02, -3.39, -3.82)
H (-3.04, -2.55, -3.84)
H (1.15, -3.68, -3.68)
H (-1.19, -4.13, -4.60)
N (-0.65, -1.75, -1.65)
P (-2.45, 0.00, -0.24)
P (2.44, -0.76, -0.64)
C (-2.67, -0.51, -2.02)
H (-2.36, 0.34, -2.67)
H (-3.71, -0.71, -2.29)
C (0.30, 1.34, 0.98)
O (0.64, 2.30, 1.58)
C (1.47, -1.06, -2.54)
H (2.21, -1.39, -3.27)
C (3.93, 0.26, -1.55)
C (3.20, -1.25, 1.11)
C (-3.19, 1.75, -0.22)
C (-3.72, -1.27, 0.47)
C (3.56, 1.72, -1.23)
H (3.43, 1.90, -0.15)
H (4.38, 2.37, -1.59)
H (2.64, 2.03, -1.75)
C (5.35, -0.09, -1.09)
H (5.53, 0.05, -0.03)
H (5.59, -1.12, -1.37)
H (6.05, 0.56, -1.63)
C (4.12, 0.17, -3.09)
H (4.78, 1.02, -3.37)
H (4.62, -0.76, -3.40)
H (3.21, 0.29, -3.68)
C (3.78, 0.01, 1.79)
H (2.98, 0.72, 2.01)
H (4.24, -0.29, 2.74)
H (4.54, 0.54, 1.21)
C (2.17, -1.82, 2.08)
H (1.50, -1.04, 2.47)
H (1.59, -2.63, 1.62)
H (2.70, -2.23, 2.95)
C (4.18, -2.37, 0.80)
H (5.07, -2.05, 0.26)
H (4.52, -2.85, 1.74)
H (3.67, -3.13, 0.20)
C (-4.24, -0.78, 1.83)
H (-4.83, -1.59, 2.28)
H (-3.42, -0.55, 2.52)
H (-4.91, 0.09, 1.74)
C (-2.99, -2.60, 0.65)
H (-2.59, -2.98, -0.29)
H (-2.17, -2.52, 1.37)
H (-3.71, -3.34, 1.03)
C (-4.93, -1.55, -0.44)
H (-5.64, -2.17, 0.13)
H (-5.47, -0.66, -0.76)
H (-4.65, -2.14, -1.33)
C (-2.37, 2.65, -1.16)
H (-2.47, 2.36, -2.21)
H (-2.75, 3.69, -1.05)
H (-1.31, 2.65, -0.89)
C (-3.08, 2.32, 1.21)
H (-2.03, 2.42, 1.52)
H (-3.53, 3.33, 1.21)
H (-3.62, 1.72, 1.95)
C (-4.65, 1.74, -0.67)
H (-4.77, 1.33, -1.68)
H (-5.31, 1.21, 0.03)
H (-5.00, 2.78, -0.70)
Re (-0.17, -0.16, -0.07)
N (0.31, 0.70, -1.60)
C (0.93, 0.24, -2.68)
C (0.95, 1.21, -3.77)
C (0.82, 2.57, -3.42)
C (0.96, 0.82, -5.12)
C (0.65, 3.54, -4.40)
H (0.85, 2.83, -2.36)
C (0.82, 1.79, -6.10)
H (1.07, -0.24, -5.35)
C (0.66, 3.14, -5.74)
H (0.53, 4.58, -4.12)
H (0.84, 1.50, -7.15)
H (0.57, 3.90, -6.52)
C (-1.01, -0.22, 3.37)
O (-0.77, -0.95, 2.14)
H (-1.58, -0.86, 4.05)
H (-1.60, 0.68, 3.13)
H (-0.06, 0.08, 3.83)
H (-0.38, -1.81, 2.35)

***

No. 10
C16H24N2O4 in the gas phase, computed with ωB97M-V/def2-TZVPD.

Calculated values
E_LUMO in eV: 0.69
HOMO in eV: -8.2

Cartesian coordinates (Å):
C (-5.12, -1.94, 1.06)
O (-4.92, -0.84, 0.20)
C (-3.78, -0.09, 0.36)
C (-2.80, -0.38, 1.30)
C (-1.66, 0.39, 1.43)
C (-1.47, 1.49, 0.61)
C (-0.19, 2.29, 0.69)
N (0.89, 1.59, 0.01)
C (1.81, 0.87, 0.67)
O (1.94, 0.88, 1.88)
C (2.74, 0.04, -0.21)
N (4.07, 0.12, 0.36)
C (5.14, 0.59, -0.33)
C (6.38, 0.74, 0.52)
O (5.09, 0.84, -1.51)
C (2.25, -1.42, -0.26)
C (3.22, -2.27, -1.07)
C (0.84, -1.51, -0.84)
C (-2.43, 1.79, -0.34)
C (-3.59, 1.03, -0.48)
O (-4.42, 1.48, -1.46)
C (-5.71, 0.93, -1.65)
H (-6.08, -2.36, 0.76)
H (-5.17, -1.63, 2.11)
H (-4.34, -2.70, 0.94)
H (-2.92, -1.23, 1.96)
H (-0.92, 0.14, 2.17)
H (0.12, 2.40, 1.73)
H (-0.32, 3.27, 0.23)
H (0.79, 1.47, -0.98)
H (2.81, 0.44, -1.23)
H (4.10, 0.06, 1.37)
H (7.21, 1.03, -0.11)
H (6.61, -0.19, 1.02)
H (6.22, 1.51, 1.27)
H (2.22, -1.79, 0.78)
H (2.89, -3.31, -1.09)
H (4.22, -2.24, -0.64)
H (3.27, -1.91, -2.09)
H (0.12, -0.98, -0.23)
H (0.53, -2.55, -0.91)
H (0.82, -1.09, -1.85)
H (-2.32, 2.63, -1.00)
H (-6.16, 1.53, -2.44)
H (-5.66, -0.11, -1.97)
H (-6.32, 1.00, -0.75)